C30H24ClNO3PSSn | ωB97M-V/def2-TZVPD

Last column: natural (NBO) charge in e.
Atoms and positions in Å:
C: -0.090 3.246 1.988  -0.29
C: 0.988 2.543 1.416  -0.20
C: 0.761 2.468 -0.024  -0.44
H: 1.891 2.203 1.926  0.24
C: -0.447 3.250 -0.296  -0.28
C: -0.957 3.692 0.947  -0.16
H: -1.823 4.340 1.077  0.26
H: -0.221 3.479 3.047  0.25
H: 1.486 2.152 -0.774  0.27
H: -0.806 3.539 -1.282  0.28
Sn: -0.749 0.669 0.130  1.56
Cl: -1.454 0.981 -2.134  -0.48
P: 1.239 -1.053 -0.730  0.98
C: 2.323 -0.654 -2.151  -0.37
C: 3.676 -1.043 -2.203  -0.20
H: 4.165 -1.488 -1.335  0.24
C: 4.414 -0.869 -3.376  -0.20
H: 5.461 -1.173 -3.394  0.23
C: 3.824 -0.301 -4.508  -0.19
H: 4.409 -0.163 -5.420  0.23
C: 2.485 0.106 -4.455  -0.14
H: 2.025 0.556 -5.336  0.22
C: 1.742 -0.048 -3.285  -0.23
H: 0.705 0.295 -3.243  0.24
C: 2.505 -1.562 0.492  -0.29
C: 3.224 -0.540 1.151  -0.22
H: 2.989 0.510 0.958  0.21
C: 4.256 -0.871 2.030  -0.19
H: 4.785 -0.080 2.564  0.23
C: 4.606 -2.211 2.242  -0.18
H: 5.397 -2.467 2.951  0.24
C: 3.924 -3.220 1.558  -0.20
H: 4.194 -4.266 1.707  0.23
C: 2.871 -2.905 0.694  -0.22
H: 2.351 -3.709 0.171  0.24
C: 0.562 -2.670 -1.250  -0.29
C: 1.087 -3.394 -2.335  -0.22
H: 1.876 -2.970 -2.958  0.24
C: 0.604 -4.674 -2.620  -0.19
H: 1.025 -5.225 -3.462  0.23
C: -0.416 -5.235 -1.847  -0.18
H: -0.799 -6.230 -2.086  0.24
C: -0.953 -4.509 -0.776  -0.20
H: -1.754 -4.944 -0.177  0.23
C: -0.477 -3.231 -0.475  -0.23
H: -0.902 -2.670 0.362  0.21
O: -2.023 1.038 3.193  -0.57
C: -2.864 1.434 2.383  0.67
N: -2.687 1.364 1.007  -0.99
S: -3.885 2.060 0.054  2.30
O: -3.433 3.284 -0.555  -0.91
O: -4.529 1.056 -0.742  -0.88
C: -4.812 2.460 1.496  -0.23
C: -5.988 3.198 1.496  -0.20
C: -6.545 3.552 2.731  -0.16
C: -5.903 3.177 3.925  -0.19
C: -4.715 2.439 3.892  -0.14
C: -4.168 2.078 2.655  -0.18
H: -6.434 3.480 0.547  0.25
H: -7.472 4.123 2.763  0.24
H: -6.343 3.473 4.880  0.24
H: -4.197 2.129 4.797  0.24

Results
Spin multiplicity: 1
Frontier orbital gap (alpha / beta): 5.86 / 5.03 eV
Total charge: +1
Calculated total energy: -77602.1991 eV
M: 663.73 g/mol


C40H63F21O20 | ωB97M-V/def2-TZVPD

Last column: Löwdin charge in e.
Atoms and positions in Å:
C: 4.591 1.171 0.139  -0.11
O: 3.543 2.098 0.239  -0.22
C: 3.065 2.636 -0.979  -0.20
C: 1.528 2.863 -0.859  -0.19
O: 0.520 1.879 -1.064  -0.16
C: 0.745 0.567 -0.370  -0.10
C: -0.208 0.400 0.933  -0.13
O: -1.598 0.062 0.656  -0.19
C: -2.286 0.934 -0.160  -0.16
H: 4.267 0.395 -0.554  0.08
H: 4.652 0.615 1.074  0.09
H: 5.500 1.714 -0.120  0.09
H: 2.981 1.858 -1.737  0.11
H: 3.694 3.416 -1.409  0.13
H: 1.244 3.701 -1.495  0.12
H: 1.460 3.139 0.194  0.12
H: 1.743 0.419 0.041  0.10
H: 0.516 -0.252 -1.051  0.12
H: -0.072 1.347 1.454  0.11
H: 0.060 -0.434 1.582  0.12
H: -1.998 0.845 -1.208  0.08
H: -2.492 1.952 0.172  0.09
H: -3.267 0.466 -0.240  0.08
C: -10.536 -3.981 1.134  -0.11
O: -11.568 -4.931 1.088  -0.21
C: -12.851 -4.472 1.598  -0.18
C: -13.824 -5.627 1.646  -0.22
O: -15.087 -5.199 2.045  -0.14
C: -16.019 -6.187 2.541  -0.15
C: -17.481 -5.792 2.172  -0.20
O: -17.892 -4.559 2.688  -0.18
C: -18.119 -4.458 4.026  -0.13
H: -10.804 -3.174 0.452  0.08
H: -9.607 -4.414 0.765  0.09
H: -10.573 -3.614 2.160  0.08
H: -13.293 -3.798 0.865  0.13
H: -12.652 -4.028 2.574  0.12
H: -13.373 -6.252 2.417  0.13
H: -13.917 -6.079 0.658  0.14
H: -15.956 -6.255 3.627  0.11
H: -15.821 -7.167 2.107  0.12
H: -18.239 -6.559 2.333  0.12
H: -17.543 -5.779 1.084  0.12
H: -18.067 -3.411 4.323  0.09
H: -17.353 -5.029 4.550  0.08
H: -19.159 -4.770 4.122  0.09
C: 7.780 -0.225 6.135  -0.06
C: 9.213 -0.080 5.658  -0.19
O: 9.929 -1.337 5.660  -0.01
C: 10.878 -1.620 6.633  -0.29
O: 11.186 -0.867 7.558  0.12
C: 11.513 -3.060 6.484  -0.51
F: 11.127 -3.714 7.627  0.13
F: 11.009 -3.736 5.478  0.19
F: 12.867 -2.974 6.395  0.15
H: 7.534 0.760 6.532  0.08
H: 7.608 -0.881 6.988  0.08
H: 7.037 -0.513 5.391  0.08
H: 9.810 0.568 6.301  0.11
H: 9.172 0.334 4.651  0.13
C: 14.540 0.134 1.584  -0.05
C: 14.117 -1.145 0.810  -0.19
O: 13.899 -0.843 -0.568  0.01
C: 12.726 -0.282 -0.918  -0.32
O: 11.800 0.004 -0.140  0.12
C: 12.530 0.066 -2.421  -0.62
F: 11.353 -0.411 -2.794  0.18
F: 12.583 1.341 -2.636  0.22
F: 13.446 -0.527 -3.164  0.18
H: 13.663 0.705 1.889  0.08
H: 15.081 0.757 0.871  0.08
H: 15.310 -0.098 2.319  0.08
H: 13.225 -1.614 1.225  0.12
H: 14.953 -1.841 0.759  0.12
C: 3.254 -9.189 0.637  -0.07
C: 2.865 -7.688 0.777  -0.16
O: 4.133 -7.086 1.144  0.04
C: 4.319 -5.822 1.003  -0.40
O: 3.468 -5.069 0.547  0.13
C: 5.698 -5.381 1.645  -0.52
F: 6.654 -6.324 1.571  0.16
F: 6.180 -4.311 1.015  0.17
F: 5.373 -5.062 2.909  0.17
H: 3.807 -9.650 1.455  0.08
H: 3.950 -9.359 -0.185  0.07
H: 2.294 -9.698 0.545  0.08
H: 2.055 -7.752 1.504  0.13
H: 2.430 -7.356 -0.165  0.13
C: 5.384 12.647 -9.749  -0.04
C: 6.400 11.483 -9.283  -0.19
O: 5.863 10.537 -8.355  -0.01
C: 6.753 9.731 -7.600  -0.29
O: 7.953 9.839 -7.558  0.16
C: 6.085 8.499 -6.886  -0.55
F: 6.737 7.401 -7.185  0.19
F: 6.121 8.667 -5.484  0.10
F: 4.869 8.302 -7.255  0.21
H: 5.950 13.544 -9.999  0.06
H: 4.542 12.903 -9.106  0.07
H: 4.980 12.374 -10.724  0.06
H: 7.306 11.919 -8.862  0.11
H: 6.858 11.000 -10.146  0.12
C: 4.385 -2.725 -5.082  -0.09
C: 4.009 -2.802 -6.508  -0.21
O: 4.624 -1.616 -7.092  0.00
C: 3.946 -0.678 -7.842  -0.35
O: 2.832 -0.813 -8.226  0.18
C: 4.773 0.579 -8.146  -0.55
F: 5.876 0.707 -7.422  0.17
F: 5.036 0.643 -9.448  0.18
F: 4.110 1.726 -7.878  0.15
H: 5.427 -2.899 -4.815  0.08
H: 3.809 -3.506 -4.587  0.09
H: 4.106 -1.726 -4.746  0.09
H: 2.922 -2.743 -6.460  0.12
H: 4.362 -3.740 -6.936  0.13
C: -11.815 0.297 7.020  -0.05
C: -11.177 -0.854 6.193  -0.16
O: -9.725 -0.658 6.223  0.00
C: -9.022 -0.006 5.268  -0.32
O: -9.476 0.417 4.178  0.11
C: -7.529 -0.011 5.588  -0.56
F: -6.935 -1.010 4.880  0.15
F: -6.962 1.133 5.256  0.19
F: -7.281 -0.204 6.876  0.17
H: -11.933 1.205 6.429  0.08
H: -11.314 0.565 7.950  0.08
H: -12.766 -0.152 7.309  0.07
H: -11.595 -0.668 5.204  0.11
H: -11.306 -1.908 6.439  0.13
C: -6.785 3.961 -2.637  -0.04
C: -6.079 5.320 -2.215  -0.20
O: -5.733 5.552 -0.884  0.03
C: -4.940 6.560 -0.582  -0.43
O: -4.551 7.333 -1.380  0.19
C: -4.470 6.514 0.852  -0.49
F: -5.038 7.546 1.557  0.13
F: -4.801 5.418 1.570  0.15
F: -3.132 6.621 0.839  0.17
H: -6.160 3.170 -2.223  0.07
H: -6.687 3.823 -3.714  0.07
H: -7.832 3.954 -2.332  0.07
H: -6.686 6.181 -2.495  0.13
H: -5.109 5.237 -2.705  0.13

Results
Spin multiplicity: 1
Frontier orbital gap: 9.41 eV
SMILES: CCOC(=O)C(F)(F)F.CCOC(=O)C(F)(F)F.CCOC(=O)C(F)(F)F.CCOC(=O)C(F)(F)F.CCOC(=O)C(F)(F)F.CCOC(=O)C(F)(F)F.CCOC(=O)C(F)(F)F.COCCOCCOC.COCCOCCOC
Total charge: 0
Calculated total energy: -140511.2993 eV
ΔE to the lowest compared entry with this formula, charge and spin: 6.134 eV
M: 1262.88 g/mol


C4H6N2 | ωB97M-V/def2-TZVPD

Last column: natural (NBO) charge in e.
Atoms and positions in Å:
N: -1.588 -1.382 -1.475  -0.33
C: -1.746 -0.627 -0.610  0.27
C: -1.080 1.302 0.688  -0.27
C: -1.943 0.312 0.461  -0.35
C: 1.877 -0.840 -0.596  -0.03
N: 1.931 0.240 0.068  -0.62
H: -0.172 1.418 0.103  0.24
H: -1.251 1.999 1.504  0.20
H: -2.828 0.161 1.071  0.24
H: 1.010 -1.028 -1.233  0.18
H: 2.646 -1.622 -0.575  0.15
H: 2.787 0.276 0.627  0.33

Results
Spin multiplicity: 1
Frontier orbital gap: 10.86 eV
SMILES: C=CC#N.C=N
Total charge: 0
Calculated total energy: -7223.5364 eV
ΔE to the lowest compared entry with this formula, charge and spin: 2.055 eV
M: 82.11 g/mol


C51H82BrN5O14S2 | ωB97M-V/def2-TZVPD

Last column: Löwdin charge in e.
Atoms and positions in Å:
C: -5.339 -4.594 -4.602  0.00
C: -4.272 -3.522 -4.217  -0.48
O: -3.668 -3.643 -3.189  0.12
N: -4.087 -2.414 -5.184  0.05
C: -5.102 -1.399 -4.761  -0.43
C: -5.736 -0.373 -5.743  0.00
O: -5.458 -1.354 -3.609  0.11
C: -2.779 -1.797 -5.018  -0.24
N: -2.753 -0.558 -4.493  0.18
C: -1.480 -0.030 -4.383  -0.20
C: -1.327 1.349 -3.859  -0.47
Br: -2.921 2.368 -3.369  0.77
C: -0.050 1.990 -3.670  -0.18
C: 0.119 3.430 -3.134  -0.10
C: -0.415 3.431 -1.555  -0.27
C: 0.243 4.582 -0.644  -0.02
O: -1.210 4.594 -1.160  -0.15
C: 1.182 1.206 -4.016  -0.07
C: 2.631 1.789 -3.806  -0.11
C: 2.912 1.940 -2.235  -0.16
C: 3.671 0.689 -1.624  -0.18
C: 2.704 -0.494 -1.224  -0.19
C: 1.710 -0.162 -0.056  -0.18
C: 2.352 -0.121 1.393  -0.23
C: 3.670 -0.959 1.574  -0.47
S: 3.434 -2.782 1.713  0.92
C: 1.686 -3.226 1.662  -0.64
N: 1.278 -3.770 0.498  0.02
N: -0.047 -4.069 0.678  0.03
C: -0.381 -3.695 1.920  -0.14
O: 0.694 -3.144 2.611  0.01
C: 1.037 -0.129 -4.558  -0.17
O: 2.219 -0.808 -4.903  0.00
C: -0.295 -0.799 -4.769  -0.12
N: -0.269 -2.078 -5.308  0.13
C: -1.539 -2.512 -5.427  -0.50
S: -1.752 -4.182 -6.178  0.76
H: -5.081 -5.589 -4.154  0.09
H: -5.397 -4.713 -5.722  0.08
H: -6.372 -4.341 -4.242  0.09
H: -5.409 -0.473 -6.805  0.08
H: -5.513 0.648 -5.321  0.09
H: -6.857 -0.471 -5.671  0.10
H: -0.556 4.177 -3.622  0.12
H: 1.172 3.780 -3.056  0.06
H: -0.616 2.411 -1.060  0.14
H: 0.323 4.430 0.453  0.07
H: 0.879 5.306 -1.217  0.09
H: 2.599 2.846 -4.204  0.11
H: 3.404 1.174 -4.322  0.11
H: 1.936 2.111 -1.715  0.09
H: 3.622 2.810 -2.132  0.09
H: 4.389 0.978 -0.801  0.10
H: 4.335 0.305 -2.457  0.11
H: 2.069 -0.698 -2.137  0.10
H: 3.311 -1.425 -1.061  0.11
H: 0.892 -0.933 -0.047  0.10
H: 1.200 0.834 -0.209  0.10
H: 2.506 0.932 1.769  0.11
H: 1.584 -0.563 2.096  0.10
H: 4.461 -0.754 0.802  0.07
H: 4.124 -0.624 2.553  0.08
H: -1.413 -3.877 2.278  0.13
H: 2.239 -0.829 -5.877  0.12
H: -2.425 -3.945 -7.365  -0.11
C: -6.767 4.265 -7.251  -0.02
C: -6.731 2.906 -7.899  -0.49
O: -5.780 2.166 -7.759  0.04
C: -7.923 2.501 -8.727  -0.02
H: -5.847 4.422 -6.688  0.08
H: -6.846 5.039 -8.017  0.09
H: -7.614 4.328 -6.565  0.09
H: -8.052 3.198 -9.558  0.09
H: -8.820 2.486 -8.106  0.09
H: -7.759 1.501 -9.131  0.08
C: 4.168 -6.400 4.282  -0.03
C: 4.097 -5.243 5.247  -0.50
O: 5.100 -4.669 5.615  0.06
C: 2.732 -4.828 5.734  -0.03
H: 5.209 -6.587 4.017  0.08
H: 3.758 -7.299 4.748  0.08
H: 3.612 -6.161 3.373  0.08
H: 2.260 -5.658 6.264  0.09
H: 2.115 -4.520 4.888  0.08
H: 2.832 -3.990 6.416  0.06
C: -0.254 5.032 3.408  -0.02
C: 0.938 4.122 3.569  -0.50
O: 1.416 3.531 2.624  0.06
C: 1.511 3.974 4.955  -0.02
H: -0.562 5.044 2.363  0.07
H: -1.085 4.667 4.014  0.09
H: 0.011 6.048 3.707  0.09
H: 0.757 3.563 5.628  0.09
H: 1.853 4.944 5.321  0.09
H: 2.361 3.292 4.923  0.08
C: 4.905 5.407 -1.676  -0.03
C: 3.803 5.788 -2.626  -0.47
O: 2.663 5.400 -2.461  0.03
C: 4.169 6.669 -3.791  -0.01
H: 4.498 4.772 -0.887  0.08
H: 5.680 4.853 -2.208  0.08
H: 5.330 6.302 -1.221  0.08
H: 4.912 6.170 -4.416  0.09
H: 4.561 7.621 -3.429  0.09
H: 3.279 6.863 -4.392  0.08
C: -1.090 -2.540 6.819  -0.01
C: 0.022 -3.125 7.655  -0.48
O: 1.183 -3.022 7.315  0.05
C: -0.368 -3.839 8.922  -0.04
H: -0.664 -2.056 5.939  0.08
H: -1.765 -3.332 6.492  0.06
H: -1.637 -1.794 7.399  0.08
H: -1.011 -4.688 8.688  0.08
H: -0.882 -3.152 9.592  0.08
H: 0.529 -4.207 9.419  0.09
C: -2.863 -6.933 11.421  -0.01
C: -1.827 -5.905 11.794  -0.48
O: -1.580 -4.965 11.068  0.04
C: -1.109 -6.090 13.106  -0.02
H: -3.298 -6.674 10.455  0.06
H: -2.398 -7.918 11.344  0.09
H: -3.658 -6.949 12.169  0.09
H: -0.568 -7.038 13.104  0.09
H: -1.827 -6.069 13.929  0.09
H: -0.394 -5.279 13.245  0.08
C: 9.633 4.729 -2.796  -0.02
C: 8.905 5.460 -1.697  -0.49
O: 7.866 6.048 -1.911  0.05
C: 9.520 5.430 -0.322  -0.02
H: 9.078 4.835 -3.729  0.08
H: 10.629 5.156 -2.930  0.09
H: 9.709 3.668 -2.551  0.09
H: 10.511 5.888 -0.347  0.09
H: 9.591 4.400 0.032  0.09
H: 8.892 5.995 0.367  0.08
C: -4.563 -5.415 6.817  -0.02
C: -5.169 -5.026 8.142  -0.50
O: -5.199 -5.802 9.073  0.06
C: -5.734 -3.635 8.262  -0.02
H: -4.197 -6.440 6.875  0.08
H: -5.318 -5.356 6.031  0.09
H: -3.725 -4.756 6.584  0.06
H: -6.541 -3.497 7.539  0.09
H: -4.947 -2.897 8.092  0.08
H: -6.135 -3.493 9.266  0.08
C: -0.728 3.757 -8.689  -0.03
C: -2.136 3.405 -9.097  -0.50
O: -2.764 4.105 -9.863  0.06
C: -2.730 2.150 -8.514  -0.02
H: -0.429 4.683 -9.182  0.08
H: -0.680 3.905 -7.608  0.08
H: -0.043 2.962 -8.991  0.08
H: -2.770 2.228 -7.426  0.08
H: -2.133 1.284 -8.810  0.09
H: -3.743 2.021 -8.892  0.06

Results
Spin multiplicity: 1
Frontier orbital gap: 7.72 eV
SMILES: CC(=O)N(C(C)=O)c1nc2c(Br)c(C[C@H]3CO3)c(CCCCCCCSc3nnco3)c(O)c2nc1S.CC(C)=O.CC(C)=O.CC(C)=O.CC(C)=O.CC(C)=O.CC(C)=O.CC(C)=O.CC(C)=O.CC(C)=O
Total charge: 0
Calculated total energy: -182039.0408 eV
M: 1133.28 g/mol